(1)
Molecular formula: C20H39Cl3EuN3O3Si
Method: DFT, ωB97M-V/def2-TZVPD

Structure (XYZ):
```
70
Properties=species:S:1:pos:R:3
Eu -0.70 -0.41 0.73
Cl -2.29 1.40 -0.14
Cl -0.77 -2.58 -0.84
Cl -2.04 1.20 -3.50
Si -4.06 1.04 -2.92
O -0.05 1.28 2.40
O -2.38 -1.45 2.10
O 1.51 0.02 0.12
N 0.66 -1.72 2.48
N -4.43 -2.44 2.05
N 1.52 2.73 1.55
C 0.85 3.00 0.28
C -4.67 2.33 -1.69
C 3.92 -0.44 1.67
C 4.98 1.78 -2.37
C 3.56 -1.17 0.54
C -4.73 -2.03 3.41
C 2.27 0.35 -2.82
C 2.89 3.22 1.66
C -3.26 -2.13 1.50
C -5.49 -3.10 1.29
C 4.16 -2.39 0.25
C 3.15 0.22 -1.60
C 2.53 -0.64 -0.49
C 5.20 -2.86 1.07
C 1.02 1.91 2.49
C -5.04 1.59 -4.44
C 4.98 -0.89 2.48
C -4.36 -0.78 -2.60
C 5.62 -2.11 2.18
C 4.32 0.84 -1.41
H -5.65 2.06 -1.28
H 0.21 -1.71 3.39
H 5.71 -3.78 0.81
H 5.32 -0.27 3.30
H 3.84 -2.92 -0.64
H -5.14 -3.35 0.29
H 0.72 -2.67 2.12
H 3.17 3.26 2.72
H -5.78 -4.04 1.79
H 1.66 1.83 3.39
H 2.08 -0.64 -3.27
H 4.32 2.11 -3.18
H -3.66 -1.20 -1.87
H -4.25 -1.34 -3.55
H 4.87 0.64 -0.49
H 1.07 4.04 -0.01
H 2.74 0.99 -3.57
H -3.83 -1.58 3.84
H -4.89 2.68 -4.56
H 6.45 -2.44 2.80
H 5.87 1.31 -2.80
H 3.43 0.51 1.88
H 2.10 -1.51 -1.02
H -4.69 1.08 -5.34
H 2.95 4.21 1.21
H 1.29 0.79 -2.54
H -6.13 1.43 -4.33
H -0.23 2.83 0.35
H -4.75 3.30 -2.17
H 1.27 2.35 -0.52
H 5.32 2.67 -1.84
H 1.59 -1.31 2.52
H 3.59 2.56 1.13
H -6.37 -2.45 1.20
H -5.40 -0.95 -2.26
H -5.02 -2.91 4.00
H -3.08 -2.51 0.48
H -5.55 -1.30 3.41
H -3.99 2.47 -0.83
```

For the energy relative to the best compared isomer or geometry (same formula, charge and spin), the calculation gives 0.0 kcal per mole. For the LUMO energy (spin up / spin down), the calculation gives -0.3 / 0.2 eV. For the HOMO energy (spin up / spin down), the calculation gives -8.3 / -8.3 eV. The spin multiplicity is 7.

Here are the Mulliken charges for atoms 1 to 5, given in e: atom 1 (Eu): 0.53, atom 2 (Cl): -0.63, atom 3 (Cl): -0.61, atom 4 (Cl): -0.29, atom 5 (Si): 0.60


(2)
Molecular formula: C32H46BBrClIO7
Method: DFT, ωB97M-V/def2-TZVPD

Structure (XYZ):
```
89
Properties=species:S:1:pos:R:3
I 1.47 2.69 2.21
Br 4.18 3.62 -0.12
Cl 8.52 0.60 1.21
O 5.32 -4.11 -0.95
O -2.96 1.21 1.70
O -8.80 -0.55 1.77
O 5.36 -0.91 -3.39
O 0.69 -1.79 -2.76
O 5.75 -4.22 -3.30
O -3.80 0.36 3.59
C -0.90 0.92 -1.91
C 2.28 -0.34 -1.77
C 1.46 0.58 -1.10
C 6.54 -4.83 -0.70
C 4.03 -2.51 -2.34
C 6.79 -4.86 0.81
C 1.05 5.39 0.35
C -7.10 0.22 -0.58
C 3.65 -0.07 -1.96
C 6.60 0.54 -0.72
C -2.29 1.30 -1.36
C -1.48 0.70 3.56
C 1.77 -1.64 -2.28
C -4.58 0.21 -0.94
C -5.96 0.40 -1.58
C -7.05 -1.11 0.16
C -8.40 -1.47 0.78
C 1.04 4.19 -0.57
C 3.39 2.03 -0.81
C 2.74 -2.76 -2.16
C 4.45 -1.13 -2.64
C 0.00 0.25 -0.85
C 7.19 1.44 0.36
C 1.09 2.77 0.07
C 2.02 1.80 -0.62
C -8.14 -0.72 3.01
C -3.31 0.02 4.90
C -2.79 0.80 2.81
C -1.82 -0.25 4.70
C 4.24 1.12 -1.49
C -3.43 0.44 -1.95
C 5.71 1.37 -1.69
B 5.10 -3.68 -2.21
H 5.99 1.12 -2.70
H -6.75 -1.93 -0.48
H -1.67 -1.28 4.38
H -3.78 0.92 -2.86
H -0.27 0.61 0.13
H 0.09 2.40 0.02
H -0.14 -0.82 -0.85
H 2.37 -3.75 -1.93
H 7.61 2.33 -0.08
H 7.83 -4.66 1.05
H -0.96 0.28 -2.78
H -4.47 0.94 -0.14
H -8.04 0.25 -1.14
H -6.06 -0.36 -2.36
H 6.44 -5.85 -1.05
H -3.00 -0.52 -2.22
H -1.24 -0.10 5.61
H -6.04 1.39 -2.01
H -7.59 -1.66 3.06
H -3.50 0.86 5.56
H -8.88 -0.72 3.81
H 6.05 -0.27 -0.26
H 7.38 -4.36 -1.19
H -0.69 0.32 2.91
H -6.33 -1.04 0.97
H 7.44 0.17 -1.29
H 0.25 5.35 1.08
H 5.94 2.42 -1.57
H -1.21 1.69 3.92
H 0.12 4.23 -1.14
H 5.21 -4.89 -3.73
H 1.85 4.28 -1.29
H -7.44 0.10 3.19
H 6.21 -4.07 1.27
H 6.50 -5.81 1.25
H -2.47 2.34 -1.64
H 0.91 6.30 -0.22
H -8.37 -2.48 1.19
H -7.13 1.04 0.13
H -0.40 1.83 -2.22
H -3.86 -0.85 5.26
H 6.42 1.73 1.06
H -9.15 -1.46 0.00
H -4.48 -0.79 -0.55
H -2.31 1.26 -0.27
H 1.98 5.49 0.89
```

As for the SMILES: CCOB(O)C1=CC(=O)c2c(CCCCCCCCCOC)c([C@@H](I)CC)c(Br)c(CCCCl)c2C1=O.O=C1CCCO1. For the LUMO energy, the calculation gives -0.9 eV. For the HOMO energy, the calculation gives -9.1 eV.

Here are the Mulliken charges for atoms 1 to 5, given in e: atom 1 (I): 0.09, atom 2 (Br): -0.10, atom 3 (Cl): -0.23, atom 4 (O): -0.45, atom 5 (O): -0.54


(3)
Molecular formula: C2AgF3NO6S2
Method: DFT, ωB97M-V/def2-TZVPD

Structure (XYZ):
```
15
Properties=species:S:1:pos:R:3
Ag -1.48 0.19 0.85
S -0.94 2.50 -0.96
S 1.16 0.55 -1.00
F 1.50 -1.63 -2.41
F -0.27 -0.52 -2.95
F 1.67 0.19 -3.55
O -1.71 2.08 2.35
O -1.85 4.35 2.30
O 0.38 -0.28 -0.04
O -0.68 3.10 0.51
O -1.93 1.35 -0.83
O 2.60 0.60 -0.77
N 0.58 1.97 -1.34
C -1.57 3.24 1.98
C 1.00 -0.42 -2.59
```

For the LUMO energy (spin up / spin down), the calculation gives 3.2 / -0.1 eV. For the HOMO energy (spin up / spin down), the calculation gives -2.6 / -6.8 eV. The charge is -1. The spin multiplicity is 3.

Here are the Mulliken charges for atoms 1 to 5, given in e: atom 1 (Ag): -0.12, atom 2 (S): 0.60, atom 3 (S): 1.10, atom 4 (F): -0.23, atom 5 (F): -0.24